Computed, not measured: C17H13Cl33Cr2O12S2 as an isolated structure at a distorted geometry, with ωB97M-V/def2-TZVPD.

## Properties
Multiplicity: 9
E_tot in eV: -534166.9541
Net charge: -2
Orbital gap (spin up / spin down) in Ha: 0.207 / 0.206
HOMO energy (spin up / spin down) in eV: -2.6 / -2.6

Atoms and positions in Å:
Cl: 6.672 -1.831 0.320
O: -3.136 1.604 0.686
C: -2.949 -3.720 -2.750
Cl: 4.441 4.995 -2.804
O: -0.541 1.880 -0.731
O: -0.153 -0.107 1.747
Cl: 3.157 6.841 -1.128
O: -2.448 3.047 -4.325
Cl: 0.508 5.516 0.076
Cl: 3.598 0.424 5.639
Cl: 2.052 -6.244 1.423
Cl: 0.636 -0.815 -4.903
H: -0.516 3.879 1.199
H: -1.019 0.786 -4.574
Cl: 2.142 -2.437 -1.955
C: 2.418 -4.093 -1.387
Cl: -3.516 1.032 4.092
C: -5.918 -0.662 1.997
Cl: 1.607 -4.894 4.004
Cl: -0.956 2.371 4.601
S: 0.426 2.165 -1.843
O: 1.371 -1.925 1.506
Cl: 4.130 -4.277 -0.932
Cr: 2.118 0.394 -1.177
O: -2.847 4.881 -2.444
Cl: 4.756 0.050 -1.072
Cl: 1.599 -1.434 4.425
Cl: 6.715 1.088 0.618
Cl: 4.467 -1.504 3.590
C: 2.553 -4.859 2.498
H: -0.546 -3.555 1.965
C: 3.101 -0.499 4.195
Cl: -5.756 -1.986 0.816
C: -3.190 3.717 -2.172
C: 0.292 4.547 1.494
Cl: -2.132 -4.233 3.572
H: 7.059 -0.176 -1.335
Cl: -1.322 -3.717 -2.153
C: -1.583 -3.892 1.952
H: 2.676 4.567 -1.284
Cl: -4.164 -4.229 -1.563
Cr: -1.350 0.360 0.211
C: -3.408 1.953 -0.548
C: -3.142 1.213 -2.928
C: -3.294 0.906 -1.636
O: 0.721 0.946 -2.513
H: -3.396 3.983 0.000
H: -5.017 -0.049 1.994
C: -1.822 0.769 4.639
H: -1.286 0.090 3.976
H: 2.590 -3.872 2.038
C: -3.385 3.260 -0.803
Cl: -1.713 0.138 6.288
Cl: 1.701 3.506 1.737
H: 1.768 -4.258 -0.527
Cl: -3.061 -4.719 -4.198
Cl: -1.861 -5.347 0.946
C: -3.033 2.599 -3.332
C: 3.602 5.139 -1.224
Cl: 1.897 -5.216 -2.707
Cl: 4.623 4.527 0.152
H: -2.931 0.475 -3.688
C: -0.379 0.525 -5.417
H: -3.146 -2.685 -3.030
O: 0.467 -0.581 -0.329
O: 1.735 2.349 -1.291
O: -2.851 -0.329 -1.379
Cl: -2.365 -2.497 1.194
Cl: 4.286 -5.217 2.841
C: 6.378 -0.263 -0.488
Cl: 0.639 1.965 -5.688
S: 0.983 -0.619 1.024
Cl: -7.351 0.306 1.573
O: -0.017 3.233 -2.729
H: 2.921 0.246 3.421
Cl: -1.199 0.003 -6.808
O: 2.091 0.345 0.833
Cl: -6.072 -1.423 3.581
Cl: -0.128 5.545 2.931

---

Computed, not measured: a 2-piece molecular cluster, C17H13F2O overall at a distorted geometry, with ωB97M-V/def2-TZVPD.

## Properties
Multiplicity: 1
E_tot in eV: -25313.1519
Net charge: +1
Energy relative to the best compared isomer or geometry (same formula, charge and spin) in eV: 0.1836
Orbital gap in Ha: 0.193
HOMO energy in eV: -11.7

Atoms and positions in Å:
C: 3.694 -1.068 -1.193
H: 5.063 0.625 -1.330
H: 1.822 0.086 4.477
C: 1.305 -0.507 -1.028
H: 4.482 -1.824 -1.240
C: -0.358 0.148 3.989
C: -3.691 -1.055 -1.232
O: 1.275 0.452 2.456
H: -5.060 0.638 -1.364
C: 1.004 0.197 3.781
C: -2.993 1.236 -1.221
H: 0.892 1.628 -1.347
H: 0.005 -2.034 -0.347
C: -1.303 -0.495 -1.001
F: -3.310 2.573 -1.318
C: 2.373 -1.462 -1.076
C: -4.029 0.309 -1.264
C: 2.990 1.217 -1.266
H: -2.101 -2.508 -1.085
H: -0.902 1.663 -1.088
C: -2.368 -1.449 -1.110
H: -2.024 0.502 2.500
H: -0.874 -0.079 4.912
C: 1.649 0.860 -1.242
H: 2.107 -2.520 -1.007
C: -0.967 0.430 2.727
C: 4.032 0.295 -1.252
C: 0.070 0.594 1.830
F: 3.309 2.556 -1.315
H: 0.034 0.922 0.802
C: 0.003 -1.000 -0.719
C: -1.653 0.882 -1.120
H: -4.477 -1.810 -1.308

---

Computed, not measured: C17H14AsF5MnNO8S2 as an isolated structure, with ωB97M-V/def2-TZVPD.

## Properties
Multiplicity: 5
E_tot in eV: -163144.1229
Net charge: 0
Energy relative to the best compared isomer or geometry (same formula, charge and spin) in eV: 0.0000
Orbital gap (spin up / spin down) in Ha: 0.251 / 0.333
HOMO energy (spin up / spin down) in eV: -9.1 / -9.2

Atoms and positions in Å:
H: -2.261 2.755 -3.037
O: 0.217 1.708 2.347
S: -1.601 -2.085 -0.506
C: -1.080 0.219 -3.365
O: 0.251 -0.950 -4.896
H: -0.746 -0.005 -5.254
O: 0.214 0.287 0.090
C: -1.240 2.624 -3.403
H: 0.537 1.549 -2.769
F: -0.579 -2.196 2.286
C: 2.752 -0.824 4.582
F: -3.585 0.174 -0.484
C: 3.378 -1.996 4.184
H: 1.670 0.908 3.970
H: -2.472 0.429 -4.928
H: 3.901 -3.232 2.507
C: -3.399 0.717 1.777
C: -3.033 -0.080 0.711
C: 2.156 0.001 3.641
N: -1.507 0.671 -4.731
H: 3.850 -2.645 4.909
C: 0.002 -0.833 -3.674
H: -0.285 2.277 -5.320
C: -1.884 -0.485 3.185
C: 2.801 -1.508 1.904
Mn: 0.550 -1.389 -0.714
F: -4.297 1.695 1.617
C: -2.822 0.515 3.014
O: 2.552 -0.946 -0.626
C: -1.256 2.138 -4.847
C: -0.548 1.479 -2.661
C: 2.162 -0.323 2.284
S: 2.862 -2.122 0.238
F: -1.297 -0.649 4.371
H: -2.017 2.597 -5.474
H: -0.717 3.572 -3.294
O: 0.550 -1.464 -2.749
O: 1.649 -2.985 0.089
H: -1.903 -0.243 -2.821
H: 0.226 2.668 2.254
O: 2.237 2.210 0.527
C: -1.538 -1.278 2.113
O: 4.112 -2.768 0.045
H: 2.724 -0.540 5.625
H: -0.756 1.455 -1.597
C: -2.103 -1.097 0.851
C: 3.404 -2.332 2.844
F: -3.155 1.301 4.037
As: 1.325 1.028 1.148

---

Computed, not measured: an isolated molecule of C17H14BrN3O at a distorted geometry, with ωB97M-V/def2-TZVPD.

## Properties
Multiplicity: 1
E_tot in eV: -94413.4498
Net charge: 0
Energy relative to the best compared isomer or geometry (same formula, charge and spin) in eV: 2.7720
Orbital gap in Ha: 0.291
SMILES: [H]/N=N/[C@@H](C)c1c(-c2ccccc2)c2cc(Br)ccc2[nH]c1=O
HOMO energy in eV: -8.3

Atoms and positions in Å:
C: -0.620 -0.481 3.723
C: 0.596 1.113 -0.209
C: 1.695 3.637 -0.813
N: -2.272 1.862 3.034
C: 0.622 -1.417 -3.510
H: 0.470 -3.339 -4.329
C: 2.407 2.452 -0.704
C: 1.979 1.236 -0.358
C: -0.028 -1.063 -1.246
H: 2.059 4.521 -1.272
Br: 0.780 -0.661 -5.283
C: 0.368 3.556 -0.367
H: 0.161 -1.213 3.582
H: -0.127 4.479 -0.204
C: -0.874 0.173 2.357
N: -2.216 0.698 2.502
H: -0.150 0.224 4.327
H: -1.271 -3.852 0.017
H: -0.159 0.957 2.253
H: -3.113 2.286 3.421
C: -0.059 -0.261 -0.027
C: -0.035 -3.322 -2.191
H: -1.281 2.291 0.216
H: 3.521 2.567 -0.952
H: 2.761 0.434 -0.283
C: -0.652 -0.757 1.141
C: -0.307 -2.486 -1.100
C: 0.314 -2.763 -3.443
O: -2.007 -2.556 1.849
C: -1.072 -2.129 1.070
C: 0.474 -0.558 -2.450
H: 0.821 0.406 -2.704
N: -0.901 -2.946 -0.030
H: -0.230 -4.363 -2.042
H: -1.446 -1.014 4.152
C: -0.209 2.290 -0.127

---

Computed, not measured: an isolated molecule of C17H14BrN3O5S at a distorted geometry, with ωB97M-V/def2-TZVPD.

## Properties
Multiplicity: 1
E_tot in eV: -113441.8474
Net charge: 0
Energy relative to the best compared isomer or geometry (same formula, charge and spin) in eV: 0.0000
Orbital gap in Ha: 0.307
SMILES: CNS(=O)(=O)c1cccc(C(=O)OCc2cc(=O)n3cc(Br)ccc3n2)c1
HOMO energy in eV: -8.5

Atoms and positions in Å:
Br: 6.205 -1.911 -0.084
C: 2.257 -0.792 0.432
C: 4.688 0.462 0.114
C: 2.324 0.629 0.412
H: -2.044 -4.654 -0.362
H: -0.953 0.001 0.633
C: -3.982 -1.341 -0.071
H: 3.337 -2.622 0.318
C: -1.191 -3.332 -1.703
C: 3.725 2.652 0.253
H: -0.169 4.097 -0.075
C: -2.659 -1.251 0.320
O: 4.836 3.114 0.110
O: -0.399 -2.461 0.934
H: -5.673 -0.256 -0.811
H: -1.445 -3.943 -2.567
H: -4.467 1.908 -0.885
H: 2.542 4.423 0.446
C: 2.498 3.347 0.428
N: 3.566 1.213 0.259
H: -0.134 -3.464 -1.454
H: 0.037 3.972 1.695
C: 0.011 3.407 0.758
H: -1.362 -2.284 -1.945
C: 4.623 -0.894 0.124
C: -1.986 -0.049 0.323
N: -2.062 -3.673 -0.600
C: -4.642 -0.199 -0.498
C: -2.652 1.095 -0.110
H: 5.602 1.029 -0.001
H: -4.469 -2.302 -0.043
C: 3.380 -1.545 0.294
N: 1.229 1.334 0.544
C: -3.973 1.015 -0.534
O: -1.985 3.175 -1.081
S: -1.802 -2.749 0.780
C: 1.315 2.671 0.563
O: -1.048 2.471 0.843
C: -1.883 2.368 -0.192
O: -2.482 -3.413 1.849
H: 1.289 -1.249 0.583

---

Computed, not measured: C17H14Cl3F3N2O2PdS as an isolated structure, with ωB97M-V/def2-TZVPD.

## Properties
Multiplicity: 1
E_tot in eV: -84947.6516
Net charge: +2
Energy relative to the best compared isomer or geometry (same formula, charge and spin) in eV: 0.0000
Orbital gap in Ha: 0.162
HOMO energy in eV: -14.6

Atoms and positions in Å:
H: -1.587 4.910 -1.743
H: -3.029 -1.136 -1.387
S: -0.929 3.190 -0.298
N: 2.697 1.512 -2.041
C: 0.167 -2.173 1.645
H: 2.061 2.296 -1.942
H: -2.306 3.354 -2.245
H: -1.998 1.033 -1.995
C: -2.179 1.436 1.382
C: -1.858 1.694 0.062
Cl: 1.279 -2.674 5.949
C: 1.191 -1.264 3.711
C: -2.773 -0.427 -0.612
H: 3.188 -1.598 -1.729
Cl: 1.250 0.341 1.593
O: 0.208 2.704 -1.165
C: -2.828 0.244 1.704
F: -1.218 -1.028 -3.092
C: 0.870 -1.086 2.418
C: -2.151 0.771 -0.953
C: 4.395 0.170 -2.382
H: 5.363 -0.216 -2.647
N: 2.272 0.283 -1.693
Cl: -0.982 -4.619 1.569
H: -0.060 -4.464 4.284
C: 0.167 -3.567 3.724
H: -1.937 2.160 2.150
H: -2.978 4.254 -0.840
Pd: 0.284 0.118 -1.174
H: -3.121 0.053 2.728
H: -3.632 -1.600 0.964
C: 0.847 -2.501 4.354
F: 0.533 -0.050 -3.897
O: -0.092 -2.076 0.482
C: 3.969 1.481 -2.456
C: -3.113 -0.684 0.715
H: 4.476 2.377 -2.771
F: 0.724 -1.955 -2.879
H: 1.706 -0.504 4.284
C: 3.296 -0.542 -1.906
C: -2.078 4.001 -1.401
C: -0.180 -3.434 2.420
C: 0.086 -0.784 -2.889